16
Properties=species:S:1:pos:R:3 method="wB97M-V/def2-TZVPD" lumo_ev="-4.16 / -4.53" e_homo_ev="-11.62 / -11.62" spin_multiplicity=2 e_tot_ev=-11103.28169 homo_lumo_gap_ev="7.46 / 7.09" charge=+1 relative_energy_kcal_mol=44.1
O -3.33 0.48 -0.13
C -2.43 -0.43 -0.12
Ba 1.58 -0.52 -0.54
O -1.30 -0.27 -0.55
C -4.75 0.10 -0.03
H -5.11 0.67 0.84
H -5.19 0.41 -0.98
C -4.84 -1.40 0.17
H -4.82 -1.78 -0.87
H -3.71 -2.09 0.22
O 3.98 -0.42 -0.27
C 5.14 -1.15 -0.07
H 5.12 -1.72 0.87
H 5.33 -1.87 -0.89
H 6.02 -0.48 -0.02
H -4.75 -1.49 1.26